Computed, not measured: a cluster of 2 separate species, CH5BO3 in total at a distorted geometry, with the ωB97M-V functional and the def2-TZVPD basis.

```
10
CH5BO3 the ωB97M-V functional and the def2-TZVPD basis
B -0.0993 1.3890 0.0651
C 1.4247 -0.4693 -0.0823
O 0.5009 0.3963 0.6187
H -2.0747 -0.7230 1.0072
H 2.3703 -0.0206 -0.6691
O -0.7888 2.2343 -0.4127
H 1.7722 -1.1678 0.6598
O -2.2522 -0.5902 0.0375
H 0.8398 -1.0585 -0.8323
H -1.6928 0.0098 -0.3920
```

Charge ... 0
Largest force on an atom ... 0.069 Eh/bohr
ΔE to the lowest compared entry with this formula, charge and spin ... 2.295 eV
Calculated total energy ... -291.7133 Ha
SMILES string ... COB=O.O

Computed, not measured: a structure of composition C27H57GeO3SSi2Ti, with the ωB97M-V functional and the def2-TZVPD basis.

```
92
C27H57GeO3SSi2Ti the ωB97M-V functional and the def2-TZVPD basis
Ti 0.4271 0.0124 1.0883
C 3.6044 -1.3703 -2.3436
C -3.1915 -1.0337 1.8222
H -4.7777 4.0156 1.9970
H -3.6514 4.7393 -2.1410
C -2.0607 3.0630 1.0751
H -3.8620 0.4493 -1.2422
H 1.1421 3.7750 -1.5848
H 0.7448 -2.5848 -2.1161
C 2.5532 -3.2060 2.6685
H 0.1677 -1.1503 4.0091
H -4.1749 -1.9937 -1.3538
C 1.9960 2.4915 -0.0943
C -0.5797 1.3054 2.3541
H -1.2460 -4.5124 -2.2383
H 1.2010 2.0624 -2.0513
H -5.3020 3.2843 0.4686
H 2.3553 0.1078 3.5769
H 2.2462 3.0347 1.9769
H -0.3360 -0.4013 -2.5407
C -1.1003 -3.9123 0.4608
H 1.9051 -3.9140 2.1490
H 2.7537 -1.2004 4.6781
H -0.2369 -2.4196 2.8406
H -2.5813 -0.2656 2.2951
C -3.7182 0.4164 -0.1579
H -2.0848 -0.6474 -2.7148
H -4.6981 0.5790 0.3107
S -0.2456 1.4918 3.9307
H -0.0054 2.6325 -0.8808
O 1.5866 -1.3255 1.4898
C -3.0371 4.0164 -1.5937
H 3.7658 -0.9223 3.2591
H 0.8698 -4.1310 -1.2649
C -2.3234 5.9748 0.6597
H -5.1494 -1.7402 0.0915
C -1.3928 2.2530 1.6817
C 0.5134 -2.0687 3.5460
H 0.6028 -2.8215 4.3279
H 0.7729 3.6950 1.2450
C -0.9014 -2.9962 -0.7541
C -1.3051 -0.2621 -2.0487
Si -1.3720 -1.1526 -0.3996
H 4.1389 2.3931 0.2283
C 1.0211 2.7525 -1.2253
H 2.0707 -2.3944 -3.4910
H 4.6468 -3.2381 -2.6690
C -3.1678 -0.9459 0.2874
H -5.4142 5.0382 0.6976
Ge 3.2860 -0.3846 0.3410
H 3.6241 3.5341 -1.0161
H -2.1895 6.0625 1.7417
C -4.8073 4.1530 0.9133
H -2.0122 4.0937 -1.9701
H 2.3507 4.3814 0.8417
C -4.1423 -1.9943 -0.2624
H -4.2177 -0.8982 2.1890
H -2.8459 -2.0094 2.1810
H 2.8145 -3.6182 3.6429
C 1.8586 -1.8744 2.8541
C 1.8189 3.4548 1.0654
H -1.4723 0.8129 -1.9275
H 3.3724 -1.6919 -4.4536
H 1.2434 -2.6251 -0.4279
H 3.6075 1.8090 -1.3721
O 1.7363 1.1036 0.3973
C 0.5779 -3.0770 -1.1563
C 2.7396 -0.9084 3.6289
H -3.4145 3.0139 -1.8197
H 4.3881 0.5175 -3.0686
O 2.7786 -0.7812 -1.2923
H 2.1401 -0.6368 -3.7427
C 4.7592 -0.4216 -2.6517
H 5.3428 -0.2050 -1.7515
Si -3.1043 4.3547 0.2233
H -1.3442 6.0750 0.1807
C 4.1272 -2.7183 -1.8609
C 3.4311 2.5487 -0.5921
H -0.9386 -4.9555 0.1596
H 5.4302 -0.8750 -3.3833
H 3.2965 -3.3448 -1.5264
H -2.7327 -3.7186 -1.7485
C -1.6840 -3.5465 -1.9575
H 3.4718 -3.0871 2.0874
C 2.7362 -1.5364 -3.5789
H 4.8334 -2.5931 -1.0338
H -3.0733 1.2463 0.1220
H -3.9256 -3.0060 0.0784
H -2.9502 6.8084 0.3245
H -1.6112 -2.8919 -2.8312
H -0.3711 -3.6934 1.2443
H -2.0977 -3.8499 0.8988
```

Charge ... +1
Largest force on an atom ... 0.019 Eh/bohr
Calculated total energy ... -5192.0862 Ha

Computed, not measured: a cluster of 12 separate species, C56H60F24N4O24 in total at a distorted geometry, with the ωB97M-V functional and the def2-TZVPD basis.

```
168
C56H60F24N4O24 the ωB97M-V functional and the def2-TZVPD basis
C -4.9574 5.0345 2.0207
C 7.9536 2.9244 0.4800
F 8.5948 4.0618 0.0734
H 2.6945 -0.4240 0.0372
O -6.4555 -2.9547 1.9018
H -5.2085 -1.7097 6.8312
O 5.8509 2.6210 -0.6236
N 5.7683 2.4511 -5.2457
F -0.2503 -1.5205 6.8851
C -4.2867 -3.4023 -1.5758
H 3.7169 3.9514 2.9198
H -1.2245 -6.2892 4.1189
H 4.5539 5.5716 2.5397
O -1.4954 7.5483 0.8456
C 4.7149 -1.0307 -4.8264
F 1.1113 -3.2669 -0.8305
C -6.0311 0.5355 -1.7964
H -5.2957 2.9166 1.4560
C -0.5759 4.4509 -2.5499
C 4.6594 0.0460 -2.6745
C 2.4799 3.7709 -5.1703
O 3.6032 1.7230 5.6106
H -4.4138 -2.7259 -2.4350
O 2.0160 2.5747 -5.8094
C -0.8940 -7.9060 1.8874
H -2.4694 -8.3408 3.8142
H -0.2456 5.2446 -4.5468
C -3.3276 -5.4157 -0.7052
C 4.3873 4.2777 0.8905
H -2.9958 -4.7393 -2.7461
O 5.7974 3.8838 1.2095
H -0.8477 3.8668 -0.4946
H -6.0250 1.0615 -0.7987
C -4.4483 0.9193 -4.5259
H 1.7373 -3.8744 4.8134
H 3.8839 3.4267 0.5280
H -3.5889 -2.5006 4.3724
H 5.5321 0.0854 -6.4415
H 4.9562 -1.0059 0.8089
C -3.5561 -4.5592 -1.7652
C 3.8567 0.6343 3.6014
F 8.4281 1.8639 -0.2267
H -2.1048 -1.8362 2.0015
O -1.6187 -2.1551 4.5293
O -3.4599 3.1191 2.4942
C -0.0897 0.1750 -3.0532
F 0.0296 -1.0778 -3.7616
O -2.0457 -7.7175 1.5361
F -0.2743 3.2462 2.9070
H -1.7360 -6.8846 5.6876
C -1.0339 7.0692 -1.7477
H -0.6706 7.5464 -3.7326
C -0.4781 5.4681 -3.5101
H -3.9835 -5.8717 1.3587
H -1.1589 -9.3423 4.7034
O -2.1693 2.0867 0.9419
H 1.1861 0.8296 1.6340
O 5.3723 0.4611 5.2775
H 4.5078 5.0710 0.1099
H -0.8494 0.0518 0.8481
H -4.0099 3.7928 0.5440
H 1.1154 -1.9924 3.0719
F -0.0299 0.2786 5.7337
O -1.5961 5.4418 1.3646
F -1.0345 1.3130 -6.8124
F -3.9475 1.0878 -6.8891
O 5.6268 2.4551 -6.4483
C 0.2884 1.2747 -6.9741
H 3.9130 -1.9541 -3.0427
C -4.8525 -2.4632 6.1283
H 3.0862 3.4278 -4.2793
O 0.1177 3.5567 -6.5071
H 2.8328 -2.5225 3.2222
C 1.3158 -3.9406 3.7855
H 3.0431 4.4149 -7.0852
C 2.1933 0.5811 1.9037
F 0.6767 0.2244 -6.2929
O 1.6184 -3.1170 1.4852
H -5.4449 -2.2529 -0.1715
C -1.3041 2.4081 3.1678
H 1.5399 4.3190 -4.9338
O -0.9573 -0.6821 -1.0447
C 6.3837 3.1305 0.3250
H 5.4463 2.1009 -2.6867
H 1.9284 1.3030 3.9805
O 0.8866 0.5530 -0.8305
H 0.0780 -1.4103 0.4564
N -1.4176 6.3641 0.5758
C 0.2521 -7.4381 0.9097
C -2.1475 -1.6468 0.9063
F -1.2480 0.7590 -3.3947
H -4.1583 5.7746 2.0369
F 8.3336 2.7647 1.7467
H -6.7000 1.1636 -2.3998
C 0.8376 2.5981 -6.3883
F 3.2853 -2.9023 -0.9895
C -4.1037 -1.7907 4.9899
C -0.7955 4.7154 -1.1816
O -3.1873 -0.9032 5.6014
C -4.0738 -5.2436 0.4888
C 5.1996 1.2310 -3.2707
C -4.9456 -3.1831 -0.3842
H -5.7593 5.3290 1.4207
O -0.4850 -8.4786 2.9848
C 2.4814 -3.9705 0.9211
C 5.4556 1.1556 -4.6131
C -4.8305 -4.0641 0.6370
H -5.7434 -2.9973 5.7311
C -0.9702 6.0406 -0.7930
C 4.3585 -1.0361 -3.4700
H -2.3748 -2.5961 0.3864
C -0.8987 -0.9529 0.4180
C 2.5517 0.9088 3.2098
F -3.0453 -0.6552 -5.8117
F 0.5784 1.1713 -8.3046
H -1.2168 8.0552 -1.4125
H 4.3146 4.2213 -6.0599
O -4.9833 -4.2567 2.8738
C 3.8749 4.7989 2.1873
H -2.7959 -6.3540 -0.6847
H 4.4933 -1.9087 -5.4210
H -0.5138 3.4376 -2.8758
C 2.3082 -3.8088 -0.6129
N -5.4740 -3.6962 1.9170
F -0.0651 -7.8215 -0.2401
H 0.2395 -4.0077 3.6711
C -1.0672 -7.0879 4.8252
C 0.0619 0.0594 -1.5318
F 2.3983 -4.8814 -1.3650
C -0.8765 -0.5492 6.2236
H -4.3090 -3.1964 6.7128
O -4.7030 2.0945 -4.4197
H -4.0992 -0.2894 -1.6001
F -1.7342 2.7324 4.3907
C -1.3976 -8.4377 4.1518
F 1.5182 -7.9774 1.1974
O -4.3633 0.0227 -3.5710
O 3.1700 -4.7684 1.4623
C -1.9404 -1.2719 5.3062
H 4.2601 0.0185 -1.6632
H -4.8803 -1.2704 4.4348
H 3.3354 5.7191 -5.8670
C -2.3574 2.5091 2.0110
C -4.5645 0.4828 -2.2337
H -6.5082 -0.4385 -1.7286
C -4.4770 3.6329 1.5531
N 4.3306 0.9761 4.9334
C -4.1300 0.2249 -5.8862
C 1.8183 -2.8224 2.9168
C -0.6455 6.7506 -3.0614
F -1.5661 0.1203 7.1602
C 3.3545 4.6418 -6.0796
C 4.3215 -0.3995 1.4483
H -0.0789 -7.1660 5.2883
F 0.3823 -6.1272 0.9491
H -4.0597 1.4228 -2.1118
H 5.7802 -0.3032 3.1123
F -5.1990 -0.4892 -6.1979
H 1.7519 -4.8042 3.3728
H 2.8824 5.2607 1.9505
F 0.8616 0.9400 -3.4442
C 5.2762 0.1107 -5.4259
C 4.7316 -0.0260 2.7883
F -0.8376 1.1712 3.2208
H -3.0341 -1.0492 0.7164
C 3.0334 -0.0991 1.0076
H -5.2746 5.0530 3.0629
O 6.1638 3.3878 -4.5667
```

Charge ... 0
Largest force on an atom ... 0.083 Eh/bohr
Calculated total energy ... -6591.1447 Ha
SMILES string ... O=[N+]([O-])c1ccccc1.O=[N+]([O-])c1ccccc1.O=[N+]([O-])c1ccccc1.O=[N+]([O-])c1ccccc1.CCOC(=O)C(F)(F)F.CCOC(=O)C(F)(F)F.CCOC(=O)C(F)(F)F.CCOC(=O)C(F)(F)F.CCOC(=O)C(F)(F)F.CCOC(=O)C(F)(F)F.CCOC(=O)C(F)(F)F.CCOC(=O)C(F)(F)F